DFT (ωB97M-V/def2-TZVPD) results for C14H12BInNO5 as an isolated structure.

Geometry as XYZ:
```
34
C14H12BInNO5 ωB97M-V/def2-TZVPD
In -33.33 -33.40 2.59
N -32.67 -34.52 8.41
O -32.13 -34.07 9.41
O -33.28 -33.80 7.60
O -32.51 -35.62 7.96
B -33.11 -37.96 3.23
H -33.22 -37.65 2.20
H -32.85 -39.00 3.34
H -32.38 -37.31 3.69
H -34.06 -37.71 3.67
C -32.29 -26.23 6.53
C -31.60 -25.02 6.43
C -31.46 -24.34 5.20
C -32.00 -24.82 4.03
C -32.78 -26.01 4.15
C -32.97 -26.62 5.42
C -33.39 -26.62 2.94
O -33.91 -27.72 3.09
C -33.56 -25.66 1.80
C -34.46 -25.99 0.78
C -34.75 -25.16 -0.29
C -33.99 -23.98 -0.40
C -33.04 -23.68 0.52
C -32.84 -24.50 1.66
C -31.87 -24.08 2.74
O -31.07 -23.16 2.47
H -32.35 -26.88 7.38
H -31.26 -24.50 7.32
H -30.81 -23.48 5.21
H -33.47 -27.58 5.43
H -35.03 -26.90 0.76
H -35.43 -25.42 -1.08
H -34.35 -23.28 -1.14
H -32.42 -22.81 0.37
```

Calculated values
Calculated total energy, Ha: -1185.80810
Total charge: +1
F_max, eV/Å: 5.42

DFT (ωB97M-V/def2-TZVPD) results for C32H22BrCoF5N5O2S3 as an isolated structure.

Geometry as XYZ:
```
71
C32H22BrCoF5N5O2S3 ωB97M-V/def2-TZVPD
Co -0.48 0.25 -0.27
C -1.63 -2.46 1.38
O -0.56 -1.65 0.91
C 0.71 -2.12 1.12
C 1.02 -3.30 1.78
C 2.34 -3.69 1.93
C 3.37 -2.90 1.44
C 3.07 -1.72 0.79
C 1.75 -1.31 0.63
N 1.42 -0.15 -0.06
N 2.34 0.72 -0.18
C 2.29 1.89 -0.77
C 1.06 2.41 -1.34
O 0.03 1.68 -1.47
C 1.06 3.77 -1.76
C 2.19 4.53 -1.74
C 3.42 4.03 -1.24
C 4.59 4.80 -1.24
C 5.78 4.29 -0.76
C 5.82 2.99 -0.25
C 4.68 2.22 -0.25
C 3.47 2.71 -0.75
H -1.59 -3.45 0.92
H -2.55 -1.96 1.09
H -1.59 -2.55 2.47
H 0.24 -3.93 2.18
H 2.57 -4.61 2.45
H 4.40 -3.21 1.55
H 3.85 -1.09 0.38
H 0.13 4.15 -2.16
H 2.15 5.55 -2.11
H 4.56 5.81 -1.63
H 6.68 4.88 -0.79
H 6.74 2.60 0.14
H 4.71 1.21 0.13
S 2.07 -2.74 7.28
C 1.90 -1.48 6.23
S 2.69 -1.44 4.67
C 1.86 0.13 4.35
N 1.11 0.48 5.34
N 1.13 -0.38 6.36
C 0.33 -0.02 7.47
C -0.83 0.70 7.21
C -1.61 1.13 8.27
C -1.24 0.84 9.57
C -0.07 0.13 9.82
C 0.72 -0.30 8.77
S 2.12 0.97 2.94
H -1.09 0.92 6.19
H -2.51 1.69 8.07
H -1.84 1.19 10.39
H 0.22 -0.07 10.84
H 1.64 -0.83 8.96
F -0.67 2.42 1.57
C -1.52 1.45 1.09
F -2.49 2.17 0.39
C -2.29 0.89 2.29
F -1.53 0.08 3.05
F -3.31 0.13 1.84
F -2.82 1.80 3.11
Br -5.77 -1.27 -4.02
C -4.20 -0.90 -3.04
C -3.42 -1.93 -2.54
C -2.28 -1.62 -1.84
N -1.89 -0.36 -1.60
C -2.63 0.63 -2.11
C -3.79 0.41 -2.82
H -3.69 -2.96 -2.71
H -1.64 -2.41 -1.47
H -2.28 1.63 -1.93
H -4.36 1.25 -3.19
```

Calculated values
Total charge: 0
Energy above the lowest of the compared OMol25 structures with the same formula, charge and spin, eV: 2.961
F_max, eV/Å: 3.20

DFT (ωB97M-V/def2-TZVPD) results for a 3-piece molecular cluster, C6H14NS overall.

Geometry as XYZ:
```
22
C6H14NS ωB97M-V/def2-TZVPD
C 0.23 -0.61 -1.76
N 0.13 -1.24 -0.62
C -0.24 -0.30 0.44
C 0.14 -0.83 1.81
S -0.18 0.44 3.09
C -1.73 -0.22 0.28
C 0.02 0.69 -2.29
C 1.05 1.09 -3.32
H -1.91 -0.18 -1.91
H 1.10 -0.97 -2.32
H 3.22 -0.53 -0.62
H 0.38 0.62 0.42
H 1.18 -1.16 1.73
H -0.52 -1.70 1.99
H -1.91 -0.12 -0.91
H -2.16 0.65 0.82
H -2.21 -1.15 0.56
H 3.26 0.20 -0.48
H -0.65 1.45 -1.92
H 0.68 1.97 -3.83
H 2.10 1.27 -3.03
H 1.18 0.35 -4.12
```

Calculated values
Total charge: -1
Energy above the lowest of the compared OMol25 structures with the same formula, charge and spin, eV: 7.276
F_max, eV/Å: 2.90